{"formula": "C13H36BBa2F3NO17P3", "method": "ωB97M-V with the def2-TZVPD basis set", "molar_mass_g_mol": 913.805, "multiplicity": 1, "gap_ev": 2.4, "total_charge": 2, "elements": ["Ba", "Ba", "B", "H", "H", "H", "H", "N", "O", "O", "O", "C", "O", "P", "O", "O", "C", "O", "C", "H", "H", "H", "H", "H", "H", "H", "H", "H", "C", "O", "P", "O", "O", "C", "O", "C", "H", "H", "H", "H", "H", "H", "H", "H", "H", "C", "O", "P", "O", "O", "C", "O", "C", "H", "H", "H", "H", "H", "H", "H", "H", "H", "C", "C", "O", "C", "O", "C", "F", "F", "F", "H", "H", "H", "H", "H"], "positions_angstrom": [[-1.429, -6.554, -2.462], [4.961, -1.612, -4.733], [3.397, -5.781, -2.896], [3.310, -6.101, -3.923], [2.739, -4.932, -2.797], [3.088, -6.526, -2.179], [4.408, -5.516, -2.632], [-0.077, -0.220, -1.833], [0.359, -0.037, -2.922], [-0.657, -1.242, -1.644], [0.058, 0.581, -0.955], [-2.136, -6.342, 6.928], [-1.943, -6.535, 5.562], [-0.853, -5.682, 4.645], [-1.108, -5.681, 3.162], [-0.861, -4.170, 5.286], [-0.714, -3.093, 4.443], [0.678, -6.085, 5.128], [1.667, -6.168, 4.140], [-1.565, -5.460, 7.219], [-1.859, -7.183, 7.563], [-3.209, -6.208, 7.059], [-1.672, -2.987, 3.933], [0.066, -3.241, 3.696], [-0.477, -2.109, 4.849], [2.623, -5.795, 4.506], [1.287, -5.746, 3.209], [2.067, -7.164, 3.953], [5.368, 3.349, 1.240], [6.407, 2.607, 1.837], [6.199, 1.030, 2.136], [5.830, 0.190, 0.964], [5.095, 1.122, 3.363], [5.510, 1.702, 4.594], [7.525, 0.508, 2.990], [8.003, -0.840, 3.041], [4.396, 3.190, 1.707], [5.156, 3.106, 0.198], [5.567, 4.404, 1.426], [4.807, 2.433, 4.994], [6.505, 2.135, 4.689], [5.636, 0.790, 5.178], [8.855, -1.006, 3.699], [8.196, -1.238, 2.045], [7.339, -1.524, 3.571], [-5.122, -0.453, -6.493], [-6.318, -1.160, -6.380], [-6.749, -1.837, -4.923], [-5.825, -2.786, -4.315], [-7.171, -0.554, -4.005], [-6.350, -0.186, -2.951], [-8.224, -2.398, -5.140], [-9.219, -1.623, -5.683], [-4.294, -0.816, -5.884], [-5.160, 0.633, -6.411], [-4.808, -0.639, -7.520], [-5.482, 0.345, -3.341], [-6.029, -1.062, -2.387], [-6.720, 0.557, -2.244], [-8.832, -0.771, -6.243], [-9.939, -1.331, -4.918], [-9.658, -2.216, -6.484], [-0.709, 6.844, -2.392], [-1.034, 7.631, -1.052], [-0.765, 8.967, -1.261], [0.291, 9.550, -0.584], [1.013, 8.972, 0.275], [0.666, 11.023, -1.006], [-0.138, 11.456, -2.006], [0.607, 11.862, 0.004], [1.899, 11.020, -1.560], [-1.082, 5.842, -2.185], [0.339, 6.690, -2.652], [-1.180, 7.307, -3.259], [-0.468, 7.233, -0.210], [-2.082, 7.534, -0.768]]}


{"formula": "C13H39AsF6O6", "method": "ωB97M-V with the def2-TZVPD basis set", "molar_mass_g_mol": 480.359, "multiplicity": 1, "gap_ev": 10.4, "elements": ["O", "H", "H", "H", "As", "F", "F", "F", "F", "F", "F", "C", "C", "O", "H", "H", "H", "H", "H", "H", "C", "C", "O", "H", "H", "H", "H", "H", "H", "C", "C", "C", "O", "H", "H", "H", "H", "H", "H", "H", "H", "C", "C", "C", "O", "H", "H", "H", "H", "H", "H", "H", "H", "C", "C", "C", "O", "H", "H", "H", "H", "H", "H", "H", "H"], "positions_angstrom": [[0.084, -0.783, 0.184], [-0.771, -0.560, -0.193], [0.653, -0.012, 0.114], [0.057, -1.015, 1.115], [1.935, -3.409, -1.964], [0.629, -4.263, -2.808], [1.259, -1.776, -2.297], [3.289, -2.683, -1.012], [2.681, -5.023, -1.579], [2.918, -3.249, -3.457], [0.998, -3.432, -0.450], [-0.437, 3.457, 2.717], [-1.192, 2.074, 2.475], [-1.109, 1.636, 1.162], [-0.373, 4.117, 1.852], [0.566, 3.178, 3.040], [-0.881, 3.974, 3.568], [-2.258, 2.158, 2.685], [-0.731, 1.301, 3.090], [-1.728, 2.176, 0.666], [4.166, 1.582, 1.211], [3.355, 0.465, 0.618], [2.087, 1.020, 0.226], [4.997, 1.146, 1.767], [3.658, 2.233, 1.922], [4.571, 2.259, 0.459], [3.322, -0.388, 1.295], [3.683, 0.074, -0.345], [2.207, 1.644, -0.493], [-3.035, -0.345, -3.074], [-3.051, -1.114, -1.780], [-2.399, -2.493, -1.913], [-2.249, -0.350, -0.888], [-3.769, 0.460, -3.115], [-3.237, -1.040, -3.890], [-2.051, 0.060, -3.311], [-4.104, -1.154, -1.502], [-1.360, -2.460, -2.240], [-2.946, -2.971, -2.726], [-2.431, -3.133, -1.032], [-2.504, 0.568, -1.010], [0.243, 1.931, -2.584], [1.236, 3.073, -2.415], [0.946, 4.015, -1.237], [2.508, 2.497, -2.176], [-0.057, 1.556, -1.605], [0.624, 1.071, -3.136], [-0.600, 2.257, -3.193], [1.275, 3.581, -3.378], [-0.064, 4.424, -1.269], [1.649, 4.847, -1.219], [1.063, 3.457, -0.308], [2.663, 1.974, -2.966], [-1.914, -2.601, 1.794], [-1.332, -1.887, 3.044], [-1.212, -2.924, 4.137], [-0.052, -1.319, 2.814], [-2.344, -1.825, 1.161], [-2.772, -3.216, 2.065], [-1.147, -3.235, 1.351], [-2.020, -1.065, 3.242], [-0.897, -2.471, 5.077], [-0.421, -3.605, 3.823], [-2.134, -3.496, 4.240], [0.264, -0.965, 3.649]]}


{"formula": "C13H39BN4O7PS", "method": "ωB97M-V with the def2-TZVPD basis set", "molar_mass_g_mol": 437.329, "multiplicity": 1, "gap_ev": 9.3, "total_charge": 1, "elements": ["N", "C", "N", "C", "P", "S", "N", "C", "B", "O", "O", "N", "H", "H", "H", "H", "H", "H", "H", "H", "H", "C", "C", "O", "H", "H", "H", "H", "H", "H", "C", "C", "O", "H", "H", "H", "H", "H", "H", "C", "C", "O", "H", "H", "H", "H", "H", "H", "C", "C", "O", "H", "H", "H", "H", "H", "H", "C", "C", "O", "H", "H", "H", "H", "H", "H"], "positions_angstrom": [[2.768, -1.239, 2.718], [1.553, -0.781, 2.431], [1.121, 0.416, 2.801], [-0.126, 0.490, 2.342], [-1.114, 1.994, 2.617], [-2.740, 2.114, 1.567], [-0.480, -0.619, 1.717], [-1.744, -1.039, 1.100], [-2.698, -1.689, 2.214], [-3.776, -2.446, 1.864], [-2.337, -1.510, 3.526], [0.586, -1.440, 1.760], [2.982, -2.227, 2.707], [3.493, -0.571, 2.885], [-0.216, 3.010, 2.269], [-1.325, 2.135, 3.995], [-1.487, -1.828, 0.394], [-2.220, -0.265, 0.524], [-4.457, -1.912, 1.445], [-3.003, -1.016, 4.012], [0.645, -2.363, 1.360], [-1.803, 3.533, -2.507], [-1.407, 2.080, -2.679], [-0.721, 1.587, -1.524], [-0.922, 4.148, -2.323], [-2.312, 3.908, -3.396], [-2.470, 3.652, -1.650], [-0.728, 1.964, -3.522], [-2.289, 1.459, -2.865], [-1.316, 1.671, -0.770], [2.402, 1.492, -3.361], [2.134, 0.012, -3.173], [1.873, -0.302, -1.803], [3.251, 1.804, -2.753], [2.614, 1.723, -4.405], [1.538, 2.081, -3.043], [3.001, -0.576, -3.471], [1.280, -0.302, -3.784], [1.098, 0.209, -1.538], [-3.641, 6.810, 2.831], [-3.262, 5.367, 2.560], [-2.504, 4.811, 3.644], [-2.748, 7.414, 2.991], [-4.203, 7.229, 1.996], [-4.252, 6.887, 3.732], [-2.637, 5.293, 1.672], [-4.155, 4.755, 2.399], [-3.049, 4.861, 4.434], [0.594, -4.370, -3.584], [-0.155, -3.249, -2.893], [0.201, -3.157, -1.510], [0.387, -5.323, -3.098], [0.308, -4.443, -4.633], [1.673, -4.203, -3.531], [-1.228, -3.425, -2.929], [0.054, -2.291, -3.379], [1.147, -2.986, -1.463], [4.284, -5.028, -0.262], [3.651, -3.866, 0.474], [4.046, -3.838, 1.854], [4.009, -5.972, 0.209], [3.966, -5.051, -1.304], [5.372, -4.953, -0.235], [2.563, -3.956, 0.461], [3.926, -2.916, 0.002], [5.004, -3.754, 1.882]]}